23
Properties=species:S:1:pos:R:3:nbo_charge:R:1 method="wB97M-V/def2-TZVPD" relative_energy_ev=5.7783 total_energy_ev=-14543.7947 homo_lumo_gap_ev=8.92 lumo_ha=0.007
C -3.4927 0.1576 0.5897 -0.665
C -2.0145 -0.1759 0.8700 0.252
C -1.7829 -0.8708 2.1321 -0.243
C -0.4259 -1.2927 2.3628 -0.163
C 0.3988 -0.7801 1.4138 -0.216
C 0.0571 -0.1355 0.2868 0.175
C 1.1193 0.2645 -0.7827 -0.138
C 2.4793 0.2096 -0.4348 -0.156
C 3.2632 0.6861 -1.4445 -0.262
C 2.8097 1.0666 -2.6966 -0.009
C 0.6120 0.6623 -2.0132 0.032
H -4.1026 0.7688 1.2797 0.226
H -3.8882 0.6857 -0.1643 0.228
H -4.2068 -0.7861 0.7248 0.207
H -2.3619 -1.0009 2.9726 0.217
H -0.0276 -1.8173 3.0978 0.207
H 1.5888 -1.2657 1.6763 0.189
H 2.9162 0.0764 0.6674 0.247
H 4.2647 0.6285 -1.2936 0.211
H 3.1628 1.4658 -3.7683 0.250
H -0.6315 0.3525 -2.4022 0.249
N -1.2439 0.0655 0.0025 -0.423
N 1.5065 1.0351 -3.0763 -0.416